A structure of composition C24H34BaN9O4Te in a non-equilibrium geometry, computed with ωB97M-V/def2-TZVPD.

Structure (XYZ):
```
73
C24H34BaN9O4Te (ωB97M-V/def2-TZVPD)
C -5.11534 -1.08825 1.66068
N 1.03374 2.81862 -2.56779
H 0.58870 -5.57984 1.59017
C -3.13469 -2.11438 0.85762
C 1.27953 -3.53446 -0.88296
C 3.79128 2.68011 -2.04173
C -0.09724 2.13606 2.53486
C -3.02279 0.07490 1.58505
O 0.69030 -2.69088 -3.05060
C 2.61610 0.64132 -1.72835
O -0.11708 -1.59762 -1.26997
N 1.99158 0.73471 2.65674
H -0.11121 2.34744 -0.87514
H -5.02880 -3.11912 0.92732
H -5.18020 -0.21862 -3.51780
H 1.71236 2.91630 0.54470
H -4.84757 0.95005 2.29568
H -1.50064 -2.47784 -3.71011
C 1.76323 2.54117 4.18973
H 2.27524 -3.69214 -1.30183
C 0.56881 -2.52132 -1.83687
C 0.57781 1.85123 -1.56512
C -4.38108 0.06250 1.88844
N 1.39308 -3.04572 0.47612
C 2.39947 2.41312 -0.13888
H 2.11679 4.60635 -2.61983
H 3.24027 2.01607 0.43431
H -4.56617 1.41971 -3.23931
H 0.06061 1.03166 -2.06470
H 3.67884 -0.43087 2.78407
H 1.07442 4.39368 -1.19364
H 4.63372 0.82770 4.71639
H 1.17515 3.38706 4.51688
H -0.62161 -4.93701 0.50814
N -2.42786 -1.01589 1.09111
N -0.86848 1.09527 2.27465
C -0.14032 -4.77182 1.47380
C 1.28451 1.76354 3.14061
H -2.15985 1.82913 0.75281
Te -2.59379 -0.30428 -2.69768
O 0.55244 -2.74260 2.53308
Ba 0.31716 -0.78844 1.02895
H 2.08315 -0.16953 -2.22982
C 1.75757 3.88762 -1.87862
H -6.17251 -1.11472 1.89632
N 2.90470 3.38614 -1.11381
N 3.12600 1.57667 -2.73684
H 0.74315 -4.48601 -0.99114
C 2.97142 2.20396 4.77050
H 4.64137 2.28154 -1.48236
H -3.28336 -2.71741 -3.66119
C -4.33317 0.44732 -3.67113
H -0.71328 -4.52550 3.37669
H -2.53074 -1.73481 -4.95226
H 3.35653 2.77864 5.60460
C 1.97047 2.12716 -3.45771
C -2.19923 1.35707 1.74819
N 1.69832 1.29698 -0.78897
H 1.44447 1.31257 -3.95811
C -4.48912 -2.20430 1.13030
C 3.15748 0.41749 3.21368
H -1.88624 -4.22432 2.34193
O -0.35020 3.34877 2.41047
H -2.74126 2.07486 2.37413
H 4.16118 3.39140 -2.78485
C -2.47472 -2.03306 -3.90719
C 3.68703 1.12043 4.28262
H -2.59162 -2.94509 0.41804
C 0.65331 -3.46210 1.47038
H 2.33412 2.83527 -4.20683
H -4.14192 0.57152 -4.73555
H 3.45723 0.22219 -1.16967
N -1.14054 -4.88738 2.52860
```

Results
charge: -1
LUMO level: 2.21 eV
2S+1: 1
ΔE to the lowest compared entry with this formula, charge and spin: 22.56 kJ/mol
total energy: -55032.375 eV
highest occupied orbital energy: -4.9 eV

A structure of composition C24H34Br3F2NO11, computed with ωB97M-V/def2-TZVPD.

Structure (XYZ):
```
75
C24H34Br3F2NO11 (ωB97M-V/def2-TZVPD)
H 1.13608 -1.52027 -2.89964
H -3.44696 -0.70229 3.33336
C -2.55980 2.11467 3.17722
C -1.72610 3.56955 -2.53283
H 0.19099 -2.51515 2.50889
H 0.21738 0.01270 -2.94870
C 2.21230 -2.57570 0.73905
H -0.83760 3.50657 -1.90283
F 7.78195 -2.86683 -3.42637
H 4.26926 -0.59133 0.74676
H -4.79359 -1.68316 2.84590
O -0.61341 0.89117 0.97103
H 0.62457 -0.85055 2.30960
H 6.97860 -1.20416 -4.16866
H -3.69198 2.71021 -2.28444
C 0.10341 -1.67357 1.81595
H 2.57012 -0.10247 0.66128
C 2.06581 0.06965 -4.07285
H -1.62071 2.87083 -3.36343
H -1.47542 0.28692 3.60178
H -4.87244 0.62980 4.54739
H -1.78302 4.58394 -2.93007
C -4.41593 -0.66042 2.84750
C 6.68298 -2.11033 -3.63755
O 3.51681 -2.74701 -4.64661
H 2.74255 0.08342 3.28735
C 1.21169 -0.43699 -2.93151
C -1.37867 -1.37293 1.59524
C 2.69560 1.10272 -2.17980
Br -3.00491 3.61707 4.22960
C -5.38624 0.20073 3.68392
C -1.47492 1.33512 3.86206
O 5.76148 -2.83192 -4.44206
O -2.57378 2.45404 -0.55829
C 5.88851 -1.86871 -2.36738
C -2.63127 0.22434 -1.32761
O 2.61202 -3.57749 0.21587
H 6.00131 -2.70540 -1.67707
C -4.29097 -0.22033 1.37363
H -1.60880 1.40235 4.94188
H -3.42711 4.15917 -1.31501
C -3.18240 1.86491 2.01247
H -0.15555 0.75458 1.80151
C -3.27629 1.24960 -0.41453
H 0.98514 -1.06076 -0.03902
H 3.52158 1.33661 2.28920
H 6.12393 -0.93409 -1.86722
O 3.33314 1.77634 -1.43985
H 2.85784 -0.61832 -4.34573
O 2.64193 1.25128 -3.52480
H -1.82149 -2.19190 1.02519
H -4.33560 1.34602 -0.66543
C 0.83970 -1.99500 0.51269
H -1.28589 -1.26302 -0.90881
O 2.98361 -1.90790 1.64669
O 1.94289 0.05022 -1.79576
C 3.52793 0.27838 2.55408
C 4.50860 -2.50534 -4.04124
C -1.65077 -0.05010 0.82724
N -1.67958 -0.39284 -0.59013
H 0.28637 -2.69760 -0.11026
C 3.32812 -0.55298 1.30152
H -1.87785 -1.41049 2.55615
Br -4.58931 3.06053 1.53067
Br -4.51237 -1.76646 0.18513
F 1.34176 0.39147 -5.16802
O 4.54411 -1.84347 -2.86347
H 4.48484 0.05267 3.02776
O -2.87207 0.03476 -2.50374
H -5.78169 1.04255 3.11944
H -0.49774 1.78273 3.65854
H -6.20690 -0.40265 4.06837
C -3.06025 0.67875 1.02068
C -2.95141 3.24589 -1.68547
H -5.16414 0.38772 1.14366
```

Results
charge: 0
LUMO level: 0.33 eV
2S+1: 1
total energy: -265014.354 eV
highest occupied orbital energy: -9.3 eV

A structure of composition C24H34ClN3O3PdS in a non-equilibrium geometry, computed with ωB97M-V/def2-TZVPD.

Structure (XYZ):
```
67
C24H34ClN3O3PdS (ωB97M-V/def2-TZVPD)
H 0.31039 0.29521 -2.49612
H -2.24433 -4.44788 1.87780
Pd -0.94005 -0.06331 -0.26029
C -2.63894 -2.60722 -0.10576
S -2.52468 2.02993 -0.19870
C -0.19114 1.65200 2.73691
C -0.52503 3.47668 0.00128
H -4.98666 6.35285 0.49515
H 2.56642 0.52677 -1.96083
H -1.80207 -7.95797 -0.51956
N 2.07746 0.00199 -0.00168
H 1.86638 -2.03976 0.41795
H -2.91262 -2.22551 -2.25208
C 1.33429 -0.17222 2.36710
H -3.44695 -0.93000 -1.19552
H -0.78791 -1.61972 2.79342
H -4.43164 -2.40441 -1.34079
C -4.06218 5.79328 0.41019
H -2.80800 7.52772 0.71326
H 3.53746 -1.54297 0.00939
C -1.65253 4.38284 0.19312
Cl -0.19188 -1.91891 -3.01206
C -0.86172 -0.58960 3.14442
O -2.92921 1.27673 0.99236
H -0.45598 -2.72665 -0.20679
C 2.75143 0.87602 -0.94335
H -4.48293 -2.71599 1.07604
C -3.49018 -2.25020 1.13558
H -0.54347 -0.53040 4.20461
C -2.42722 -4.75808 -1.47273
C -2.00724 -6.26899 0.80033
N -0.04988 0.26975 2.30232
C -1.62618 5.76788 0.43637
O -3.16533 1.58505 -1.42636
H -3.60236 -1.16597 1.16890
H -5.03275 3.88070 0.08758
H 2.35980 1.88761 -0.84181
H 0.16606 1.77728 3.77837
C -0.56449 -0.30454 -2.24872
H 3.32412 0.18437 1.69391
H -2.55773 -4.19204 -2.38427
C -1.23642 -1.99616 0.01280
H -1.42061 0.07877 -2.80006
C -1.98435 -6.89201 -0.43832
H 3.84890 0.88792 -0.77854
H -2.16455 -6.58891 -2.55534
H -0.66744 6.26571 0.52989
H -1.90288 -0.27618 3.06967
H 1.73314 0.01798 3.38421
H -3.00874 -2.56507 2.06207
C -2.24390 -4.90324 0.89709
C -4.09174 4.41334 0.17898
O 0.66832 3.83097 0.11959
C 2.46177 -1.37542 -0.20920
C 2.29781 0.44609 1.36132
C -3.40665 -2.01184 -1.30546
H -1.83416 -6.84673 1.70229
H 1.32742 -1.25493 2.21890
C -2.19271 -6.12358 -1.57622
H 2.26817 -1.65408 -1.24576
H 2.21603 1.53500 1.37464
C -2.81535 6.45607 0.53807
H -1.24065 1.93405 2.67963
N -0.92696 2.19630 -0.32250
H 0.36896 2.32374 2.08790
C -2.90287 3.73418 0.07627
C -2.46462 -4.11222 -0.23610
```

Results
charge: -2
LUMO level (alpha / beta): 4.44 / 4.44 eV
2S+1: 1
total energy: -62886.405 eV
highest occupied orbital energy (alpha / beta): 1.7 / 1.7 eV

> The lowest total energy belongs to which entry?

C24H34Br3F2NO11

> What is the charge in the second record?

0

> What is the total energy in the second record?

-265014.354 eV